{"formula": "C5H6O2S", "method": "wB97M-V/def2-TZVPD", "species": ["C", "C", "C", "C", "C", "H", "H", "H", "H", "H", "H", "O", "O", "S"], "xyz": [[-0.06224, 1.44129, -1.13295], [-1.07597, -0.28762, 0.17804], [0.02435, -1.31442, -0.43363], [1.01707, -0.33841, 0.12072], [-0.08358, 0.18951, 1.17234], [-2.01204, -0.57422, 0.62671], [0.33780, -1.50228, -1.48192], [-0.15098, -2.30282, 0.19082], [2.04818, -0.60805, 0.42396], [-0.01470, 1.27999, 1.45341], [0.03147, -0.42438, 2.19601], [-1.19130, 0.82192, -0.73467], [1.11393, 0.71256, -0.78166], [0.01801, 2.90693, -1.79719]], "nbo_charge": [0.4403, 0.0874, -0.4610, 0.0902, -0.4632, 0.2196, 0.2428, 0.2238, 0.2087, 0.2405, 0.2233, -0.4955, -0.5179, -0.0387], "charge": 0, "relative_energy_kj_mol": 233.1, "lumo_energy_ev": 0.67, "multiplicity": 1}


{"formula": "C5H6O3", "method": "wB97M-V/def2-TZVPD", "species": ["C", "C", "C", "C", "C", "H", "H", "H", "H", "H", "H", "O", "O", "O"], "xyz": [[-1.94849, -0.39572, -0.25655], [-0.61461, -0.72231, 0.43776], [0.53000, -0.36856, -0.20631], [0.74218, 1.76276, -0.20366], [1.88206, -0.84040, 0.25305], [-2.11399, 0.44449, -1.03202], [-2.30162, 0.38412, 0.75868], [-2.61622, -1.49615, -0.25726], [-0.47857, -1.40231, 1.16333], [0.64708, 2.75931, -0.81977], [2.07212, -1.92511, 0.63021], [0.46868, 0.70735, -1.06783], [0.84841, 1.69646, 0.95531], [2.88298, -0.60394, -0.35493]], "nbo_charge": [-0.6826, -0.1286, 0.1382, 0.6457, 0.3409, 0.2697, 0.2187, 0.2567, 0.2100, 0.1316, 0.1485, -0.4969, -0.5403, -0.5115], "charge": 0, "relative_energy_kj_mol": 412.0, "lumo_energy_ev": 0.16, "multiplicity": 1}


{"formula": "C5H6O4", "method": "wB97M-V/def2-TZVPD", "species": ["O", "C", "C", "C", "C", "O", "C", "O", "O", "H", "H", "H", "H", "H", "H"], "xyz": [[-2.15509, -1.06387, 1.85654], [-1.06805, -0.70556, 1.49465], [-0.97515, 0.68530, 0.79446], [0.08999, 0.79380, -0.35144], [1.50322, 0.12668, -0.17646], [1.58710, -0.64710, -1.40951], [0.29654, -0.88437, -1.84720], [-0.14348, -1.83775, -2.34301], [-0.41410, 0.29294, -1.58554], [-0.19337, -1.36904, 1.72473], [-1.96949, 0.88419, 0.32061], [-0.83873, 1.47835, 1.57371], [0.28593, 1.88960, -0.40025], [2.30603, 0.88260, -0.35567], [1.68865, -0.52577, 0.70438]], "nbo_charge": [-0.4974, 0.4150, -0.5350, 0.0593, -0.1053, -0.5143, 0.9752, -0.5175, -0.5069, 0.1231, 0.2612, 0.2425, 0.1935, 0.2086, 0.1981], "charge": 0, "relative_energy_kj_mol": 139.3, "lumo_energy_ev": 0.49, "multiplicity": 1}


{"formula": "C5H6OS2", "method": "wB97M-V/def2-TZVPD", "species": ["C", "C", "C", "C", "C", "H", "H", "H", "H", "H", "H", "O", "S", "S"], "xyz": [[2.25540, 0.30476, 1.46617], [0.47696, -0.03421, -0.49152], [-0.62429, 0.16519, -1.47127], [-1.89072, 0.12065, -1.19666], [-2.23861, -0.35302, 0.12923], [2.30629, 1.02712, 2.36898], [2.99330, 0.44522, 0.59215], [2.19531, -0.75952, 1.79531], [-0.15644, 0.24814, -2.63560], [-2.76734, 0.28192, -1.92794], [-3.38192, 0.03339, 0.66488], [-1.45394, -1.09739, 0.67960], [0.74129, 0.94158, 0.80686], [1.54470, -1.32384, -0.78018]], "nbo_charge": [-0.7833, -0.3611, -0.1482, -0.3446, 0.4047, 0.2320, 0.2594, 0.2601, 0.2657, 0.2417, 0.1137, -0.5081, 0.4515, -0.0834], "charge": 0, "relative_energy_kj_mol": 291.9, "lumo_energy_ev": -0.51, "multiplicity": 1}


{"formula": "C5H6OS2", "method": "wB97M-V/def2-TZVPD", "species": ["C", "C", "C", "C", "C", "H", "H", "H", "H", "H", "H", "O", "S", "S"], "xyz": [[2.25232, -0.32474, -0.38372], [1.46556, 0.47831, 0.80788], [0.43470, 1.19714, -0.02544], [-0.62018, 0.49817, -0.45460], [-2.68651, -1.26326, -0.08454], [2.31761, 0.39111, -1.60674], [0.95774, -0.26634, 1.44425], [2.11176, 0.97342, 1.50765], [0.60531, 2.18112, -0.40409], [-1.54514, 1.10390, -0.82829], [-3.06442, -2.30679, -0.24257], [2.57726, -1.52350, 0.01503], [-1.07151, -1.20146, 0.12418], [-3.73451, 0.06291, 0.13099]], "nbo_charge": [0.4172, -0.5447, -0.1952, -0.3514, -0.5268, 0.1601, 0.2391, 0.2485, 0.2270, 0.2657, 0.2386, -0.5354, 0.4127, -0.0554], "charge": 0, "relative_energy_kj_mol": 403.9, "lumo_energy_ev": -0.84, "multiplicity": 1}


{"formula": "C5H6PS", "method": "wB97M-V/def2-TZVPD", "species": ["C", "C", "C", "C", "C", "P", "S", "H", "H", "H", "H", "H", "H"], "xyz": [[-1.28266, 0.04930, 0.14977], [0.37686, 1.93994, -0.22658], [-0.01967, -0.41723, 0.13428], [0.99948, 0.59924, -0.00670], [0.36508, -1.85902, 0.21398], [-1.34366, 1.84510, 0.11706], [2.65061, 0.29972, -0.00503], [-2.17430, -0.55148, 0.26305], [0.95235, 2.84906, -0.19039], [1.26692, -2.01212, -0.37750], [-0.43455, -2.50360, -0.15155], [0.59361, -2.14301, 1.24289], [-1.95007, 1.90407, -1.16329]], "nbo_charge": [-0.5184, -0.7189, -0.0634, -0.1571, -0.6398, 0.5346, -0.4331, 0.1986, 0.2145, 0.2416, 0.1905, 0.2105, -0.0597], "charge": -1, "relative_energy_kj_mol": 5.7, "lumo_energy_ev": 3.93, "multiplicity": 1}


{"formula": "C5H6S", "method": "wB97M-V/def2-TZVPD", "species": ["C", "C", "C", "C", "C", "H", "H", "H", "H", "H", "H", "S"], "xyz": [[0.41295, 0.33148, 1.17208], [0.13757, -0.95370, 0.50161], [-0.03079, -1.18963, -0.84898], [0.03728, -0.14783, -1.83141], [0.11036, 1.20878, -2.10568], [-1.96469, 0.97782, 1.21735], [1.34714, 0.33879, 1.84058], [0.70832, 1.07419, 0.45485], [0.26660, -1.95418, 1.02589], [-0.28337, -2.41144, -0.96092], [0.36120, 2.03103, -2.73881], [-1.10257, 0.69471, 2.27344]], "nbo_charge": [-0.5501, -0.1301, -0.3366, -0.0228, -0.2384, 0.1432, 0.2443, 0.2445, 0.2174, 0.2507, 0.2356, -0.0577], "charge": 0, "relative_energy_kj_mol": 389.0, "lumo_energy_ev": 0.02, "multiplicity": 1}


{"formula": "C5H6S", "method": "wB97M-V/def2-TZVPD", "species": ["C", "C", "C", "C", "C", "H", "H", "H", "H", "H", "H", "S"], "xyz": [[0.46832, 1.88292, -1.50357], [0.33710, 1.23908, -0.36213], [-0.05072, -0.22546, -0.28702], [-0.32666, -0.73970, 1.07259], [-0.48418, -2.00591, 1.34283], [0.75323, 2.96027, -1.51772], [0.35342, 1.40103, -2.49795], [0.64697, 1.74893, 0.55493], [-0.44517, 0.00371, 1.89000], [-0.76435, -2.29111, 2.35119], [-0.35977, -2.78450, 0.56133], [-0.12817, -1.18926, -1.60447]], "nbo_charge": [-0.2874, -0.2912, -0.1303, -0.2956, -0.2806, 0.2023, 0.2194, 0.2128, 0.2106, 0.2019, 0.2206, 0.0175], "charge": 0, "relative_energy_kj_mol": 99.6, "lumo_energy_ev": -0.96, "multiplicity": 1}


- charge of number 8 (C5H6S)?
  0


Repeat the fifth record exactly.
{"formula": "C5H6OS2", "method": "wB97M-V/def2-TZVPD", "species": ["C", "C", "C", "C", "C", "H", "H", "H", "H", "H", "H", "O", "S", "S"], "xyz": [[2.25232, -0.32474, -0.38372], [1.46556, 0.47831, 0.80788], [0.43470, 1.19714, -0.02544], [-0.62018, 0.49817, -0.45460], [-2.68651, -1.26326, -0.08454], [2.31761, 0.39111, -1.60674], [0.95774, -0.26634, 1.44425], [2.11176, 0.97342, 1.50765], [0.60531, 2.18112, -0.40409], [-1.54514, 1.10390, -0.82829], [-3.06442, -2.30679, -0.24257], [2.57726, -1.52350, 0.01503], [-1.07151, -1.20146, 0.12418], [-3.73451, 0.06291, 0.13099]], "nbo_charge": [0.4172, -0.5447, -0.1952, -0.3514, -0.5268, 0.1601, 0.2391, 0.2485, 0.2270, 0.2657, 0.2386, -0.5354, 0.4127, -0.0554], "charge": 0, "relative_energy_kj_mol": 403.9, "lumo_energy_ev": -0.84, "multiplicity": 1}